{"formula": "C28H32ClF6N14O3PS2Ti", "method": "ωB97M-V/def2-TZVPD", "charge": -1, "max_force_ha_per_bohr": 0.0137, "s2": 3.757, "multiplicity": 4, "species": ["Ti", "N", "C", "N", "N", "N", "N", "C", "N", "N", "N", "N", "H", "O", "S", "O", "N", "C", "S", "C", "C", "C", "C", "C", "C", "H", "H", "H", "H", "F", "P", "F", "F", "F", "F", "F", "C", "C", "C", "N", "H", "H", "H", "H", "H", "C", "C", "C", "C", "C", "O", "C", "C", "C", "C", "C", "C", "Cl", "C", "C", "C", "N", "C", "N", "C", "N", "H", "H", "H", "H", "H", "H", "H", "H", "H", "H", "H", "H", "H", "H", "H", "H", "H", "H", "H", "H", "H", "H"], "coordinates": [[0.773407, -1.781706, 1.333482], [-0.939150, 1.295556, 2.001749], [0.441204, 1.357111, 1.879787], [1.110163, 2.495663, 1.907521], [2.388770, 2.125292, 1.684529], [2.474793, 0.851413, 1.517909], [1.238722, 0.311050, 1.647242], [-1.706144, 0.210281, 1.661693], [-3.021684, 0.254185, 1.543169], [-3.365822, -0.999098, 1.166594], [-2.331707, -1.744165, 1.050145], [-1.222731, -1.004271, 1.357855], [-1.378944, 2.015804, 2.550942], [-1.289348, 2.005082, 4.951894], [-1.228785, 0.786905, 5.699401], [-2.052593, 0.635393, 6.860627], [-1.494017, -0.515984, 4.679174], [-0.448308, -1.251157, 4.626758], [-0.408980, -2.660226, 3.606190], [0.731371, -0.837211, 5.440031], [1.964808, -1.442951, 5.595629], [2.902794, -0.804055, 6.397034], [2.609208, 0.400922, 7.025292], [1.360969, 0.998365, 6.881566], [0.443973, 0.350835, 6.085764], [2.211059, -2.365319, 5.089743], [3.883392, -1.245438, 6.514347], [3.364812, 0.884102, 7.630793], [1.122152, 1.935694, 7.365211], [2.838535, -2.660390, 0.712058], [3.605110, -3.068524, 2.130691], [4.567195, -4.076204, 1.355193], [2.516003, -4.256953, 2.326410], [4.221994, -3.410456, 3.569185], [4.613754, -1.864658, 1.936277], [2.503935, -2.034725, 2.842465], [1.039366, -6.761207, -0.731906], [-0.112378, -6.304912, 0.168842], [0.005729, -4.887795, 0.491612], [0.168197, -3.784048, 0.746724], [1.026746, -7.846028, -0.827258], [1.996715, -6.459458, -0.309682], [0.948394, -6.325930, -1.726060], [-0.110923, -6.856442, 1.110336], [-1.081578, -6.467987, -0.304360], [0.604946, 2.621112, -5.649855], [1.127585, 2.600962, -4.208753], [1.830198, 3.939586, -3.937395], [2.188695, 1.501194, -4.084918], [-0.036722, 2.374371, -3.180865], [0.449393, 2.507078, -1.853354], [-1.216722, 3.335739, -3.403589], [-2.165625, 3.435082, -2.196630], [-3.271783, 2.409323, -2.150347], [-3.343434, 1.487959, -1.110135], [-4.338376, 0.519869, -1.066818], [-5.279016, 0.488335, -2.079612], [-6.539086, -0.716331, -2.052855], [-5.244057, 1.401004, -3.123227], [-4.239494, 2.354436, -3.151100], [-0.661021, 0.963718, -3.221957], [0.040441, -0.072565, -2.493726], [0.289500, -0.094122, -1.191656], [0.840574, -1.244128, -0.860148], [0.915296, -1.909290, -2.041826], [0.445795, -1.234703, -3.065598], [1.450683, 2.693315, -6.336888], [-0.046965, 3.474762, -5.840223], [0.061617, 1.709599, -5.903549], [2.619833, 4.079553, -4.677736], [2.316944, 3.952612, -2.960299], [1.163280, 4.799550, -4.010917], [3.079663, 1.793635, -4.644872], [1.840661, 0.552683, -4.489999], [2.480292, 1.345857, -3.045379], [0.782174, 3.396278, -1.700370], [-1.769663, 3.015510, -4.290863], [-0.833763, 4.331671, -3.627458], [-2.611181, 4.433574, -2.203370], [-1.585169, 3.361512, -1.276061], [-2.610243, 1.505361, -0.310359], [-4.360353, -0.197290, -0.256847], [-5.996068, 1.360577, -3.899420], [-4.211621, 3.069343, -3.966468], [-0.786486, 0.609317, -4.241207], [-1.652315, 1.027967, -2.773019], [0.061094, 0.718371, -0.525842], [1.330284, -2.898719, -2.137113]], "forces_ev_per_angstrom": [[0.47, 0.05, -0.40], [-0.07, -0.07, -0.03], [0.10, -0.03, -0.06], [0.00, -0.04, 0.01], [0.06, 0.04, -0.02], [-0.07, 0.05, 0.05], [-0.08, 0.23, 0.22], [-0.01, -0.07, 0.07], [0.16, -0.16, 0.41], [0.41, -0.21, 0.53], [0.04, 0.02, 0.00], [-0.39, -0.06, 0.21], [-0.02, 0.04, -0.03], [-0.01, -0.01, -0.02], [0.02, 0.05, 0.06], [-0.01, -0.01, -0.01], [-0.06, -0.01, -0.01], [0.05, 0.01, -0.01], [-0.10, 0.10, 0.07], [0.02, -0.01, -0.01], [0.00, -0.01, 0.01], [0.00, 0.00, 0.00], [0.00, 0.00, 0.00], [0.00, 0.01, 0.01], [-0.01, 0.01, -0.01], [0.00, 0.01, 0.01], [0.00, 0.00, 0.00], [0.00, 0.00, 0.00], [0.00, 0.00, 0.00], [0.03, -0.15, -0.01], [0.02, -0.11, -0.02], [0.01, 0.02, 0.01], [0.00, -0.02, 0.01], [0.00, 0.03, -0.01], [-0.03, 0.01, -0.01], [-0.02, -0.02, -0.04], [0.00, -0.01, 0.01], [0.00, 0.00, -0.02], [-0.04, -0.10, -0.04], [0.03, -0.09, 0.01], [-0.02, 0.00, -0.02], [0.00, -0.02, 0.01], [0.01, 0.02, 0.01], [0.00, 0.02, 0.01], [0.00, -0.02, 0.01], [0.00, 0.01, 0.04], [-0.06, -0.01, 0.06], [-0.01, -0.01, 0.04], [-0.07, -0.01, 0.08], [0.10, -0.07, -0.05], [0.19, -0.03, -0.06], [-0.02, 0.10, -0.04], [-0.11, 0.15, 0.03], [-0.12, 0.03, 0.05], [-0.03, 0.07, -0.14], [-0.20, 0.09, -0.24], [0.11, 0.13, -0.07], [-0.03, -0.02, -0.01], [-0.03, -0.03, -0.02], [0.01, 0.03, -0.01], [-0.12, -0.08, -0.08], [0.29, 0.08, -0.09], [-0.17, 0.07, 0.15], [0.01, -0.19, 0.08], [0.03, 0.06, -0.03], [-0.03, -0.01, 0.05], [0.00, 0.00, 0.00], [-0.02, 0.01, 0.01], [-0.02, -0.02, 0.01], [-0.01, 0.01, -0.01], [0.00, -0.01, 0.01], [-0.04, 0.00, 0.02], [-0.01, -0.02, -0.02], [-0.06, -0.09, 0.02], [0.00, 0.01, 0.01], [0.03, 0.06, 0.02], [-0.03, 0.03, -0.01], [0.06, 0.04, 0.00], [-0.05, -0.03, -0.02], [-0.04, 0.06, -0.03], [-0.11, 0.10, -0.14], [-0.22, 0.11, -0.26], [-0.01, 0.01, -0.02], [-0.01, 0.01, -0.01], [0.07, 0.00, -0.04], [0.16, -0.08, -0.18], [0.00, -0.06, -0.07], [0.00, 0.00, 0.00]], "mulliken_charge": [0.2592, 0.3169, -0.0405, -0.5450, -0.8560, -0.4899, 1.3522, -0.2584, -0.4300, -0.8447, -0.6632, 1.1058, 0.4083, -0.6003, 1.1412, -0.6806, -0.4815, 0.8314, -0.2153, 0.7542, -0.5686, -0.7276, -0.4823, -0.7496, 0.0447, 0.4026, 0.4199, 0.3878, 0.4545, -0.3610, 1.5062, -0.3553, -0.4120, -0.3871, -0.3949, -0.3384, -1.0787, -0.5056, 0.2562, -0.0797, 0.3551, 0.3134, 0.2994, 0.2612, 0.2962, -1.8111, 1.8731, -1.9713, -1.8594, 1.5801, -0.5923, -1.0900, -0.8519, -0.2904, 0.5582, -0.9125, -0.0062, -0.2574, -0.8795, -0.4543, -1.4100, 1.4408, -0.7188, 0.6162, -0.7126, -1.2705, 0.4791, 0.3377, 0.3273, 0.5049, 0.4835, 0.3403, 0.5459, 0.3200, 0.2827, 0.4717, 0.6587, 0.4370, 0.5132, 0.1344, 0.5026, 1.0760, 0.4070, 0.4291, 0.0527, 0.0973, 0.4158, 0.5828]}

***

{"formula": "C4H4NO", "method": "ωB97M-V/def2-TZVPD", "charge": 1, "max_force_ha_per_bohr": 0.0763, "species": ["C", "C", "C", "C", "N", "O", "H", "H", "H", "H"], "coordinates": [[-1.077359, 1.465959, 0.872182], [-1.980629, 0.662224, 0.653799], [-1.366530, -1.036495, -0.570450], [0.357215, 1.463670, 0.934843], [0.664200, 0.425115, 0.284381], [-2.169712, -0.580343, 0.288145], [-0.734653, -0.421363, -1.204212], [-1.416583, -2.114223, -0.716368], [0.945966, 2.200569, 1.464697], [1.635490, 0.126540, 0.258626]], "forces_ev_per_angstrom": [[-2.96, -1.60, -0.19], [1.77, 3.40, 0.82], [0.25, -0.86, -1.13], [0.08, 0.03, -0.24], [1.27, -0.33, 0.01], [-0.51, -1.10, 0.12], [-0.37, 0.18, 0.24], [-0.08, 0.08, 0.17], [0.28, -0.10, 0.00], [0.27, 0.30, 0.20]], "mulliken_charge": [0.2332, -0.0104, -0.0174, 0.0767, -0.4520, -0.1690, 0.3841, 0.3119, 0.4013, 0.2416]}

***

{"formula": "C3H10N4", "method": "ωB97M-V/def2-TZVPD", "max_force_ha_per_bohr": 0.0201, "species": ["C", "C", "N", "H", "H", "H", "H", "H", "N", "N", "C", "N", "H", "H", "H", "H", "H"], "coordinates": [[-1.744186, 0.409513, -0.505443], [-0.578933, 0.519144, 0.490636], [0.383713, 1.542044, 0.156284], [-0.103437, 2.423053, -0.019637], [-1.008264, 0.610107, 1.505504], [-2.414862, -0.416840, -0.258781], [-1.365244, 0.275208, -1.520088], [-2.316808, 1.337984, -0.490053], [2.471927, 0.136756, -0.118588], [-0.095030, -2.003472, -0.041250], [0.381656, -0.709180, 0.390571], [1.308192, -0.171950, -0.614857], [3.095659, 0.549497, -0.804549], [2.420257, 0.663251, 0.769350], [-0.571076, -1.935569, -0.933082], [-0.743391, -2.384689, 0.637146], [0.879827, -0.844859, 1.356836]], "forces_ev_per_angstrom": [[0.22, 0.09, 0.15], [-0.15, -0.87, -0.24], [-0.18, 0.14, 1.01], [-0.11, -0.07, -0.63], [0.12, 0.19, -0.14], [0.00, 0.05, -0.01], [0.02, -0.03, 0.00], [-0.06, -0.02, 0.02], [0.66, -0.05, 0.35], [0.05, 0.12, -0.01], [-0.44, 0.60, 0.27], [-0.27, 0.18, -0.49], [-0.15, -0.04, 0.14], [0.14, -0.31, -0.36], [0.01, 0.03, 0.03], [0.04, -0.03, -0.02], [0.09, 0.02, -0.09]], "mulliken_charge": [-1.5606, 0.4602, -0.6196, 0.2022, 0.2841, 0.3064, 0.4140, 0.3970, -0.3726, -0.6707, -0.0715, -0.2074, 0.2539, 0.2722, 0.2938, 0.2632, 0.3555]}

***

Energy relative to the best compared isomer or geometry (same formula, charge and spin)
In order: 25.2, 97.6, 93.0
Unit: kcal per mole